121
Properties=species:S:1:pos:R:3 method="wB97M-V/def2-TZVPD" spin_multiplicity=1 gap_ha=0.1670 lumo_ev=-2.74 e_above_lowest_kj_mol=36.26
Tl -0.322 0.674 0.568
O 3.070 -6.899 1.445
N 3.134 -5.913 0.735
O 3.872 -5.802 -0.226
C 2.232 -4.806 1.048
C 1.058 -5.132 1.635
C 0.084 -4.138 1.917
C -1.128 -4.439 2.567
C -2.036 -3.438 2.782
C -1.726 -2.149 2.332
N -0.597 -1.842 1.735
C 0.319 -2.803 1.531
C 1.586 -2.450 0.931
N 1.799 -1.162 0.611
C 2.976 -0.801 0.146
C 4.036 -1.700 -0.012
C 3.832 -3.025 0.267
C 2.569 -3.446 0.726
H 0.850 -6.166 1.875
H -1.312 -5.454 2.895
H -2.974 -3.622 3.286
H -2.427 -1.334 2.478
H 3.081 0.246 -0.108
H 4.997 -1.342 -0.351
H 4.630 -3.738 0.138
O -5.984 5.646 1.849
C -5.035 4.924 1.833
S -3.470 5.352 1.115
C -2.614 3.860 1.472
C -3.393 2.844 2.137
S -2.868 1.339 2.536
S -5.042 3.284 2.527
S -1.035 3.742 1.042
Cl 1.291 -3.241 -2.778
C 2.704 -2.508 -3.429
C 3.771 -3.313 -3.795
C 4.918 -2.737 -4.306
C 5.012 -1.362 -4.417
C 3.942 -0.562 -4.052
Cl 4.095 1.154 -4.150
C 2.741 -1.113 -3.573
N 1.629 -0.290 -3.250
C 1.188 0.582 -4.249
C 1.373 0.200 -5.584
C 0.977 1.011 -6.627
C 0.399 2.239 -6.365
C 0.195 2.627 -5.054
C 0.537 1.818 -3.970
C 0.206 2.355 -2.599
C 1.507 2.602 -1.743
O 2.143 3.629 -1.922
O 1.723 1.616 -0.961
H 3.694 -4.387 -3.695
H 5.748 -3.362 -4.603
H 5.916 -0.902 -4.790
H 1.693 0.132 -2.318
H 1.852 -0.747 -5.796
H 1.129 0.689 -7.649
H 0.108 2.893 -7.177
H -0.257 3.589 -4.847
H -0.394 1.660 -2.003
H -0.316 3.304 -2.711
C 0.190 0.150 4.608
C 1.313 0.655 3.778
N 1.195 1.246 2.612
C 2.461 1.608 2.214
C 3.357 1.213 3.152
N 2.622 0.598 4.149
C 3.136 0.114 5.404
N 2.786 0.986 6.498
N 2.145 0.497 7.585
N 1.902 1.437 8.403
C 2.365 2.619 7.877
C 2.322 3.926 8.366
C 2.852 4.912 7.567
C 3.424 4.623 6.317
C 3.490 3.340 5.823
C 2.944 2.339 6.626
H -0.724 0.236 4.027
H 0.079 0.743 5.519
H 0.343 -0.891 4.899
H 2.617 2.135 1.287
H 4.429 1.285 3.197
H 4.221 0.024 5.321
H 2.708 -0.859 5.648
H 1.880 4.141 9.328
H 2.829 5.940 7.902
H 3.821 5.435 5.722
H 3.928 3.131 4.859
C -3.335 -1.604 -6.532
C -2.681 -0.404 -6.295
C -2.398 -0.019 -4.995
C -2.777 -0.821 -3.921
C -3.419 -2.028 -4.168
C -3.697 -2.418 -5.470
As -2.220 -0.250 -2.133
C -3.432 -1.257 -0.989
C -3.352 -2.593 -0.624
C -4.269 -3.131 0.268
C -5.250 -2.324 0.827
C -5.339 -0.987 0.475
C -4.441 -0.446 -0.441
C -4.455 0.936 -0.933
C -5.376 1.917 -0.579
C -5.275 3.189 -1.119
C -4.269 3.488 -2.028
C -3.362 2.508 -2.404
C -3.448 1.235 -1.860
H -3.553 -1.911 -7.547
H -2.378 0.228 -7.120
H -1.874 0.912 -4.810
H -3.710 -2.662 -3.338
H -4.192 -3.363 -5.653
H -2.584 -3.235 -1.036
H -4.215 -4.182 0.523
H -5.954 -2.741 1.537
H -6.112 -0.370 0.915
H -6.178 1.689 0.111
H -5.981 3.956 -0.822
H -4.202 4.483 -2.449
H -2.594 2.737 -3.134



113
Properties=species:S:1:pos:R:3 method="wB97M-V/def2-TZVPD" spin_multiplicity=1 gap_ha=0.2474 lumo_ev=-0.39
Y -0.832 -2.395 0.029
F 0.128 4.288 0.651
Ge -0.044 2.486 0.486
C 1.614 1.874 1.383
C 2.514 2.936 1.354
C 3.763 2.714 1.987
C 4.101 1.537 2.507
C 3.172 0.503 2.462
C 1.931 0.617 1.921
P 0.670 -0.738 2.162
C -0.441 -0.110 3.447
C -0.143 1.061 4.192
C -1.088 1.680 4.988
C -2.306 1.067 5.133
C -2.615 -0.127 4.503
C -1.709 -0.726 3.627
C 1.803 -1.969 2.865
C 1.794 -2.228 4.277
C 2.851 -3.058 4.758
C 3.789 -3.539 3.851
C 3.714 -3.290 2.520
C 2.644 -2.559 1.990
C -1.809 2.321 1.337
C -1.985 3.220 2.395
C -3.228 3.387 2.953
C -4.348 2.679 2.519
C -4.160 1.815 1.480
C -2.901 1.529 0.966
P -2.815 0.032 -0.170
C -2.738 0.804 -1.751
C -2.474 -0.051 -2.831
C -2.560 0.372 -4.141
C -2.867 1.684 -4.438
C -3.064 2.582 -3.365
C -2.939 2.114 -2.044
C -4.569 -0.524 -0.024
C -5.537 -0.189 -0.926
C -6.863 -0.502 -0.694
C -7.233 -1.168 0.460
C -6.228 -1.604 1.332
C -4.914 -1.278 1.104
C 0.274 2.698 -1.502
C -0.394 3.825 -1.909
C -0.170 4.326 -3.185
C 0.668 3.675 -4.047
C 1.362 2.536 -3.664
C 1.175 2.027 -2.368
P 1.950 0.502 -1.749
C 2.410 -0.494 -3.250
C 3.617 -1.282 -3.353
C 3.759 -2.120 -4.414
C 2.881 -2.151 -5.481
C 1.766 -1.318 -5.422
C 1.523 -0.508 -4.322
C 3.633 0.843 -1.171
C 4.491 1.881 -1.685
C 5.828 1.859 -1.352
C 6.356 0.764 -0.680
C 5.542 -0.269 -0.218
C 4.161 -0.167 -0.454
H 2.325 3.877 0.853
H 4.445 3.513 2.080
H 4.966 1.453 3.130
H 3.435 -0.423 2.948
H 0.834 1.399 4.062
H -0.810 2.676 5.476
H -3.112 1.557 5.738
H -3.603 -0.497 4.671
H -2.070 -1.616 3.132
H 1.080 -1.879 4.940
H 2.913 -3.320 5.802
H 4.688 -4.011 4.274
H 4.410 -3.755 1.863
H 2.688 -2.429 0.919
H -1.173 3.819 2.729
H -3.298 4.006 3.838
H -5.302 2.789 2.991
H -5.089 1.416 1.115
H -2.075 -1.072 -2.704
H -2.377 -0.432 -4.832
H -2.862 2.061 -5.466
H -3.267 3.596 -3.590
H -3.119 2.901 -1.283
H -5.240 0.395 -1.786
H -7.625 -0.278 -1.479
H -8.257 -1.429 0.711
H -6.457 -2.222 2.227
H -4.195 -1.743 1.775
H -1.154 4.322 -1.296
H -0.721 5.179 -3.596
H 0.943 4.039 -5.003
H 1.987 1.979 -4.336
H 4.271 -1.291 -2.496
H 4.603 -2.841 -4.498
H 3.078 -2.867 -6.246
H 1.058 -1.305 -6.226
H 0.552 0.045 -4.294
H 4.051 2.578 -2.447
H 6.592 2.652 -1.663
H 7.415 0.708 -0.483
H 6.051 -1.110 0.253
H 3.505 -0.948 -0.036
S -0.355 -8.386 -1.924
C -0.894 -7.103 -0.994
S 0.036 -6.500 0.307
C -1.010 -5.099 0.718
C -2.080 -4.943 -0.150
S -3.196 -3.597 -0.093
S -2.338 -6.249 -1.222
S -0.459 -4.086 2.024
Se -0.240 -3.186 -2.733
C 1.307 -3.177 -1.715
N 2.230 -3.036 -1.022